{
  "formula": "C3H3ClN2",
  "method": "ωB97M-V/def2-TZVPD",
  "relative_energy_kj_mol": 54.7,
  "mol_weight_g_mol": 102.5,
  "e_homo_ev": -9.31,
  "charge": 0,
  "e_tot_ev": -18661.4210,
  "smiles": "Clc1cc[nH]n1",
  "lumo_energy_ev": 0.9,
  "homo_lumo_gap_ev": 10.3,
  "species": ["C", "C", "C", "H", "H", "H", "N", "N", "Cl"],
  "xyz": [[-0.13478, 0.53264, -1.00189], [1.02140, 0.23488, -0.12002], [0.41215, -0.54346, 0.86431], [2.00960, 0.58772, -0.29094], [0.74585, -0.89030, 1.80899], [-1.67942, -1.04721, 1.04003], [-0.91422, -0.52289, 0.59935], [-1.28337, 0.17526, -0.48100], [-0.17722, 1.47336, -2.41883]],
  "forces_ev_per_a": [[1.29, 0.69, 1.66], [-2.99, -0.65, -1.14], [0.04, 1.64, -1.08], [0.50, -0.15, 0.14], [0.43, -0.54, 0.38], [0.97, 0.47, -0.01], [-1.48, -0.71, 0.88], [0.90, -0.98, -0.45], [0.34, 0.22, -0.37]],
  "mulliken_charge": [0.451, -0.351, -0.484, 0.384, 0.394, 0.244, 0.256, -0.713, -0.180]
}